15
Properties=species:S:1:pos:R:3 method="wB97M-V/def2-TZVPD" charge=0 de_lowest_kcal_mol=78.7 spin_multiplicity=1 homo_energy_ev="-7.33 / -7.22" homo_lumo_gap_ev="8.0 / 8.0"
H -0.660 0.249 -0.658
N 1.072 0.604 -1.417
H 2.073 -2.237 -2.311
P 0.071 -1.872 -0.888
H 1.912 0.122 -1.744
N -1.670 1.498 0.568
H -1.027 2.215 0.235
H -2.619 1.786 0.319
H -1.873 0.482 2.273
H -1.924 2.123 2.507
N 0.178 -0.239 -1.019
H 1.902 -3.446 -1.029
H 2.507 -1.831 -0.624
C 1.818 -2.385 -1.262
N -1.481 1.370 1.980